(1)
7
Properties=species:S:1:pos:R:3:forces:R:3 method="wB97M-V/def2-TZVPD" molar_mass_g_mol=103.98 total_charge=0 orbital_gap_ev=6.972 total_energy_ha=-835.1870
C 0.6549 -0.4247 0.9043 -0.9 1.9 -2.1
H 1.2625 -0.8862 1.5979 1.2 -0.4 1.3
P 1.1489 2.1620 -0.7484 -1.0 -2.2 0.7
H -1.2670 -1.3457 0.5286 0.8 -0.6 0.7
P -0.4520 1.3746 -1.6529 0.5 -1.0 1.2
O -0.9227 -0.1752 -0.8676 -0.2 2.3 -2.0
C -0.4246 -0.7048 0.2383 -0.5 0.2 0.1


(2)
6
Properties=species:S:1:pos:R:3:forces:R:3 method="wB97M-V/def2-TZVPD" molar_mass_g_mol=74.10 total_charge=0 orbital_gap_ev=7.922 total_energy_ha=-550.6977 smiles=C#CSO
C 1.5515 0.8018 0.0321 -0.8 0.1 0.0
H 2.6005 0.7933 0.0357 0.6 0.0 0.0
H -2.0496 -1.6547 0.0214 -0.6 -0.1 0.1
C 0.3455 0.8137 0.0426 0.1 -0.1 -0.1
O -1.1433 -1.3833 -0.1282 0.1 3.6 0.1
S -1.3047 0.6291 -0.0037 0.5 -3.6 -0.2


(3)
6
Properties=species:S:1:pos:R:3:forces:R:3 method="wB97M-V/def2-TZVPD" molar_mass_g_mol=74.10 total_charge=0 orbital_gap_ev="7.795 / 7.807" total_energy_ha=-550.6763 smiles="C#C.O=S"
H -1.9422 -0.5031 2.3781 0.5 -0.1 -1.3
S 1.0718 0.9771 -3.4990 0.3 -0.1 1.4
H 0.8705 -0.3955 0.6390 -0.9 0.1 -0.4
O 1.3641 0.8249 -2.0305 -0.3 0.1 -1.4
C -1.1902 -0.4936 1.5741 -0.2 0.2 1.1
C -0.1740 -0.4098 0.9383 0.6 -0.2 0.6


(4)
6
Properties=species:S:1:pos:R:3:forces:R:3 method="wB97M-V/def2-TZVPD" molar_mass_g_mol=74.10 total_charge=0 orbital_gap_ev=7.664 total_energy_ha=-550.7656 smiles="O=CC=S"
O 1.8673 -0.0530 -0.1093 -0.7 1.3 0.9
S -2.0648 -0.1852 -0.0405 3.1 0.7 0.5
C 0.7169 -0.3371 0.1444 0.8 -2.0 -2.0
H -0.4757 1.5013 -0.0975 0.5 1.0 0.2
H 0.4631 -1.3859 0.0007 -0.3 -0.8 0.9
C -0.5067 0.4599 0.1023 -3.5 -0.2 -0.4


(5)
7
Properties=species:S:1:pos:R:3:forces:R:3 method="wB97M-V/def2-TZVPD" molar_mass_g_mol=106.17 total_charge=0 orbital_gap_ev="6.441 / 6.691" total_energy_ha=-948.8514
H -0.7985 -0.6557 0.7007 1.8 0.7 -0.9
S 0.7148 0.5307 -2.6359 -0.9 -1.0 -0.3
O -1.7880 -1.3044 -0.6279 -2.9 -2.0 -2.0
H 1.0641 0.5218 -0.4012 -1.5 -1.7 -0.5
C 0.3407 -0.0572 -1.1069 1.9 2.0 1.1
C -0.6478 -0.7360 -0.4160 0.7 1.1 2.5
S -2.4461 -2.5702 -1.4936 0.9 0.9 0.0


(6)
9
Properties=species:S:1:pos:R:3:forces:R:3 method="wB97M-V/def2-TZVPD" molar_mass_g_mol=170.31 total_charge=0 orbital_gap_ev=8.492 total_energy_ha=-1745.3666
S 1.4360 -0.4295 1.3091 0.0 -0.2 -0.5
S 0.2869 -1.6521 -1.5482 0.4 -1.1 0.1
O -1.0887 0.4898 -1.2070 -0.4 1.2 0.3
S 1.6948 -0.4253 -0.7115 0.5 0.1 -0.6
H 0.4113 1.6577 0.8312 -0.5 2.7 -3.1
C -1.1403 -0.6493 -1.5464 1.3 1.1 0.8
C 0.5074 1.0174 1.5854 0.9 -3.4 2.3
H -2.0570 -1.1106 -1.7670 -1.4 -1.2 -0.7
S -0.0505 1.1019 3.0543 -0.8 0.8 1.6


(7)
6
Properties=species:S:1:pos:R:3:forces:R:3 method="wB97M-V/def2-TZVPD" molar_mass_g_mol=87.99 total_charge=0 orbital_gap_ev="7.022 / 7.019" total_energy_ha=-759.9444 smiles="C=C=P#P"
C -0.1141 0.5453 0.0211 1.7 -0.3 0.0
H -2.0705 0.7513 -0.0580 -0.9 -0.3 0.1
H -1.4113 -1.0109 -0.0122 -1.1 -2.7 0.0
P 3.4261 -0.0401 0.0180 -2.2 -0.2 0.0
P 1.4776 -0.2443 0.0161 1.4 0.7 0.1
C -1.3078 -0.0013 0.0150 1.0 2.8 -0.2


(8)
8
Properties=species:S:1:pos:R:3:forces:R:3 method="wB97M-V/def2-TZVPD" molar_mass_g_mol=152.12 total_charge=0 orbital_gap_ev=7.135 total_energy_ha=-1556.4451
S 0.4985 -1.7329 -0.6302 -0.6 0.8 0.3
P 0.6113 1.7486 -0.2908 0.5 1.0 0.2
C -0.8236 -0.6286 -0.1790 -0.5 -0.2 -0.5
P 2.3893 0.9516 0.3290 -1.2 -1.1 -0.3
H -1.8665 -0.9299 -0.1681 0.3 -1.3 -0.1
S 1.8353 -1.1304 0.7995 0.5 0.7 0.2
H -1.8565 1.0273 0.1350 1.6 0.7 0.0
C -0.7879 0.6944 0.0045 -0.6 -0.6 0.1


(9)
6
Properties=species:S:1:pos:R:3:forces:R:3 method="wB97M-V/def2-TZVPD" molar_mass_g_mol=90.17 total_charge=0 orbital_gap_ev="7.428 / 7.139" total_energy_ha=-873.6363
C 1.0799 0.0990 0.0453 -1.8 0.9 -3.3
S -1.9134 -1.0868 -0.0424 -0.4 0.6 -0.3
S -0.0634 1.5265 0.0642 -0.3 -1.8 -0.6
H 1.1130 -0.3500 0.9982 0.1 -0.9 0.7
H 0.9432 -0.4753 -0.9746 0.7 1.1 2.5
C -1.1593 0.2866 -0.0907 1.7 0.1 1.0


(10)
9
Properties=species:S:1:pos:R:3:forces:R:3 method="wB97M-V/def2-TZVPD" molar_mass_g_mol=186.37 total_charge=0 orbital_gap_ev=7.655 total_energy_ha=-2068.3132 smiles="SC1=C(S)SSS1"
C -0.2771 -0.1606 0.6249 0.9 0.4 0.5
S 0.0248 -0.5874 -2.1054 0.2 0.5 1.9
C 0.2616 0.3306 -0.4948 0.1 -0.1 -1.7
S -1.6601 -1.4704 -1.3377 -0.7 -0.4 -0.3
H -0.4665 -0.3871 2.9526 0.3 0.5 -0.3
S -1.0886 -1.7354 0.6281 0.3 0.3 -0.6
S 1.3294 1.7518 -0.5826 -0.1 -0.2 0.1
S 0.1812 0.5532 2.2044 -0.6 -0.7 -0.1
H 1.6953 1.7053 -1.8895 -0.4 -0.3 0.4